# 1
A structure of composition C18H29AlF16O4P. Source: OMol25; level of theory: wB97M-V/def2-TZVPD.

Structure (XYZ):
```
69
Properties=species:S:1:pos:R:3:forces:R:3
C 5.711161 -2.183176 -1.178856 0.20 -0.30 -0.13
C 5.909653 -2.226568 -2.701671 -0.21 -0.35 -0.47
O 4.729757 -2.261063 -3.466240 -0.11 0.62 0.41
Al 3.622145 -0.832854 -3.527510 -0.32 -0.56 0.24
C 1.823934 -1.566613 -4.125523 0.61 0.31 0.26
C 0.630145 -0.613504 -4.204152 0.04 -0.43 -0.44
C -0.119361 -0.399605 -2.913581 -0.01 0.10 0.05
O 0.666838 0.088042 -1.841171 -0.28 0.05 0.30
C 0.856254 1.485906 -1.819775 0.31 -0.01 -0.25
P 4.383657 0.787455 -5.091711 -0.02 -0.10 -0.71
C 6.226898 0.904144 -4.881898 -0.32 0.11 0.28
C 3.877217 2.456005 -4.468511 0.18 0.01 0.00
H 6.430790 -1.508256 -0.719998 -0.05 0.16 0.16
H 4.701905 -1.888519 -0.917537 -0.10 0.26 -0.01
H 5.887185 -3.174380 -0.760682 -0.06 -0.09 0.11
H 6.560080 -1.406417 -3.028141 0.01 0.18 0.11
H 6.462049 -3.147993 -2.919039 0.16 -0.01 -0.13
H 3.500656 -0.078397 -2.095582 0.17 0.04 0.15
H 1.608851 -2.400785 -3.451937 -0.17 -0.12 0.09
H 1.991039 -2.012645 -5.106912 0.01 -0.06 -0.17
H 0.922642 0.338449 -4.655526 0.02 0.20 0.09
H -0.123652 -1.032178 -4.883144 -0.14 0.10 -0.11
H -0.543311 -1.348543 -2.579780 0.10 -0.12 0.10
H -0.964849 0.276340 -3.088516 -0.08 0.11 0.06
H 1.890290 1.725656 -2.070959 0.09 -0.01 -0.01
H 0.638980 1.876679 -0.825497 -0.02 -0.03 0.12
H 0.207484 1.997844 -2.532966 -0.14 -0.02 -0.07
H 6.525316 1.277012 -3.900743 0.02 -0.03 0.14
H 6.633027 1.576714 -5.633443 0.17 0.00 -0.15
H 6.633863 -0.094535 -5.009716 0.18 -0.08 -0.11
H 2.838139 2.633512 -4.732763 -0.20 0.01 0.09
H 4.015547 2.606093 -3.397259 -0.04 -0.06 0.15
H 4.466076 3.210635 -4.990251 0.05 0.11 -0.07
C 0.265671 -2.016341 2.841124 0.28 -0.53 -0.01
C -0.715106 -1.232149 1.958285 0.07 0.17 0.33
C -0.144107 -0.126197 1.072131 0.00 -0.04 -0.29
F 0.427848 0.847371 1.818567 -0.06 -0.05 0.13
F -1.180707 0.423268 0.393843 -0.02 0.04 0.11
F -1.734164 -0.747658 2.714353 0.00 -0.01 0.01
F -1.244090 -2.142403 1.095579 -0.04 -0.09 -0.05
O 0.365925 -1.657679 4.210157 -0.31 0.55 -0.06
C 1.238848 -0.710473 4.666845 0.06 -0.26 -0.10
C 0.505879 0.440856 5.368648 -0.01 0.07 0.06
F -0.355129 1.050525 4.532064 0.06 0.00 -0.06
F 1.422374 1.349461 5.781674 -0.08 -0.03 -0.02
F 2.077296 -0.263695 3.717690 -0.16 -0.06 0.10
F 1.989270 -1.296337 5.635623 0.16 -0.01 -0.03
H -0.147002 -3.022431 2.875812 -0.01 -0.03 -0.03
H 1.246067 -2.089398 2.370080 -0.01 0.19 -0.06
H 0.581308 -0.524729 0.356192 -0.06 0.10 -0.06
H -0.040704 0.057165 6.232827 0.02 0.00 -0.02
C -4.929902 0.645124 2.432461 0.64 0.00 0.09
C -5.817753 0.699134 1.181228 -0.19 -0.20 0.21
C -6.527333 2.018876 0.869745 0.01 0.05 -0.13
F -7.382736 2.363277 1.856806 0.01 -0.06 -0.03
F -7.238058 1.865012 -0.272256 -0.01 0.05 0.09
F -6.715799 -0.312099 1.199203 0.05 0.09 0.01
F -4.985225 0.500532 0.122735 0.07 0.00 -0.03
O -5.478099 0.067887 3.605592 -0.59 0.01 -0.19
C -6.185066 0.791916 4.519288 0.29 0.01 -0.02
C -7.613308 0.258742 4.686530 -0.09 0.00 0.05
F -8.286003 0.308111 3.521482 0.02 0.06 0.01
F -8.260831 1.035899 5.589838 0.01 -0.07 -0.06
F -6.180782 2.115196 4.261826 0.00 -0.18 0.01
F -5.590564 0.610695 5.725534 0.06 0.13 0.05
H -4.119150 -0.030598 2.167130 0.01 -0.01 -0.03
H -4.469816 1.611429 2.640195 -0.17 0.09 -0.06
H -5.796085 2.818695 0.725218 -0.03 0.00 0.03
H -7.583371 -0.771440 5.046939 0.00 0.02 -0.01
```
Positions in Å, forces in eV/Å.

- Energy: -3185.95024 a.u.
- E_HOMO: -3.54 eV
- Charge: -1
- Energy relative to the best compared isomer or geometry (same formula, charge and spin): 33.2 kJ/mol



# 2
An isolated molecule of C7H12O. Source: OMol25; level of theory: wB97M-V/def2-TZVPD.

Structure (XYZ):
```
20
Properties=species:S:1:pos:R:3:forces:R:3
C 0.250332 -2.256637 -1.154411 -1.19 -1.09 1.18
C 0.879068 -1.099590 -0.393792 -0.03 -1.56 -0.58
C 0.040232 0.100233 -0.270580 1.95 -0.04 4.41
C -0.083253 0.578464 0.990177 -1.42 1.74 -2.11
C -0.048412 -0.001648 2.316737 0.41 -0.54 0.88
C -0.555266 2.318466 -0.388026 1.17 2.13 1.07
C -0.535552 1.081575 -1.168390 -0.86 -1.27 -1.67
H 0.912230 -2.938403 -1.656806 0.69 -0.15 -0.11
H -0.289182 -2.898343 -0.364762 0.34 0.90 -1.43
H -0.448058 -1.915709 -1.911619 -0.31 0.01 0.00
H 1.799417 -0.774761 -0.823304 0.89 0.11 -0.75
H 1.191893 -1.538191 0.565904 -0.27 0.68 0.03
H -0.676488 0.554583 3.009740 0.25 0.32 -0.07
H -0.364624 -1.038471 2.429758 0.18 -0.06 -0.52
H 0.994716 0.084501 2.563435 0.50 -0.16 1.13
H -1.346021 3.016605 -0.656128 -0.70 -0.32 0.81
H 0.332196 2.950749 -0.625587 -0.09 -0.67 0.11
H -0.188700 1.293207 -2.155907 0.98 -0.22 -0.70
H -1.448206 0.524872 -1.340656 -1.37 0.97 -0.39
O -0.416321 1.958497 1.034216 -1.11 -0.78 -1.29
```
Positions in Å, forces in eV/Å.

- Energy: -349.08490 a.u.
- E_HOMO: -7.60 eV
- Energy relative to the best compared isomer or geometry (same formula, charge and spin): 167.4 kJ/mol
- SMILES: CCC1=C(C)OCC1



# 3
A cluster of 2 separate species, C4H4ClO4 in total. Source: OMol25; level of theory: wB97M-V/def2-TZVPD.

Structure (XYZ):
```
13
Properties=species:S:1:pos:R:3:forces:R:3
C 0.108898 0.828028 0.530861 1.04 0.71 2.06
C -1.165920 -1.419162 0.408144 -0.07 -0.22 0.14
C 1.575702 0.432212 0.329990 -0.92 1.87 -2.12
C -0.740987 0.661841 -0.507612 0.21 -2.20 -3.64
O -0.766207 -1.997751 -0.561327 -0.45 -0.21 1.31
O -0.179586 1.282086 1.664516 -0.29 0.04 0.02
O -1.678371 -1.212900 1.453610 0.76 -0.72 -1.20
O -0.279952 0.228246 -1.838002 0.28 -1.21 1.46
Cl -2.451790 0.839812 -0.494246 -0.64 0.94 -0.06
H 1.675360 0.087409 -0.723236 0.63 0.53 0.72
H 2.090939 1.393993 0.581365 0.14 -1.07 -0.42
H 1.840389 -0.344158 0.974239 0.44 -1.12 1.31
H -0.028477 -0.779658 -1.818297 -1.13 2.65 0.43
```
Positions in Å, forces in eV/Å.

- Energy: -916.00380 a.u.
- E_HOMO: -3.18 eV
- Charge: -1
- Energy relative to the best compared isomer or geometry (same formula, charge and spin): 114.4 kJ/mol



# 4
A cluster of 4 separate species, C29H40N3O2 in total. Source: OMol25; level of theory: wB97M-V/def2-TZVPD.

Structure (XYZ):
```
74
Properties=species:S:1:pos:R:3:forces:R:3
C 5.006157 2.356664 1.965983 0.05 -0.65 0.37
C 3.589652 1.945818 2.308255 2.07 0.04 -0.48
O 2.991010 2.491045 3.171564 -1.55 0.63 0.99
O 3.124165 0.908533 1.587230 -0.55 0.88 -0.43
C 1.690965 0.892367 1.481694 -0.41 -1.46 -0.50
C 1.165824 -0.295500 2.283253 -0.14 -0.18 -0.05
C -0.259117 -0.723300 1.910580 -0.35 0.26 -0.29
C -1.207758 0.482416 1.690352 0.04 -0.48 1.19
C -2.640812 0.099485 2.105521 1.76 -0.08 -0.79
N -3.500290 1.286080 2.298877 -0.14 -1.90 -1.41
C -3.770280 2.010651 1.037518 -0.19 1.31 -0.20
C -5.184796 1.851526 0.468617 -0.32 0.23 0.01
C -6.254547 1.697438 1.547170 -0.53 0.81 -0.74
N -5.658557 1.897865 2.897060 -0.09 -1.93 -0.56
C -4.564341 1.065874 3.029783 -1.06 1.24 0.98
N -4.640017 0.108702 3.953466 0.48 -0.19 0.64
H 5.649442 1.474384 1.983317 -0.02 0.02 -0.35
H 5.067570 2.855608 1.000720 -0.04 -0.13 -0.04
H 5.360432 3.009974 2.757467 -0.10 0.18 -0.10
H 1.210412 1.840668 1.709994 0.40 0.08 0.37
H 1.465855 0.678453 0.430680 0.25 0.10 -0.04
H 1.822863 -1.145134 2.084161 0.10 0.08 0.03
H 1.229952 -0.113125 3.359413 -0.01 0.21 -0.07
H -0.297857 -1.358345 1.021097 0.30 0.04 -0.02
H -0.635662 -1.348288 2.725611 -0.04 0.04 -0.01
H -1.160343 0.839921 0.664297 0.08 0.12 0.04
H -0.853955 1.252326 2.382705 -0.22 0.29 -0.23
H -3.027742 -0.567318 1.323691 -0.45 0.22 0.13
H -2.532327 -0.507711 2.996471 -0.27 0.29 0.20
H -3.599370 3.071730 1.227630 0.05 -0.05 0.05
H -3.080187 1.728566 0.250724 0.39 -0.21 0.39
H -5.294990 1.061860 -0.274068 0.33 -0.19 0.18
H -5.392375 2.775306 -0.070806 0.11 -0.03 -0.08
H -7.019189 2.452880 1.375576 0.01 0.06 0.32
H -6.778536 0.741493 1.458107 0.26 -0.12 0.29
H -6.328806 1.580191 3.591088 -0.11 0.63 0.13
H -3.832048 -0.152694 4.497627 -0.11 -0.33 -0.23
H -5.519430 -0.337186 4.157570 0.00 0.32 0.29
C 0.447083 6.641762 1.127793 -0.02 0.00 -0.01
C -0.631497 7.489846 0.915253 0.01 0.00 -0.01
C -1.901686 7.118058 1.333392 -0.03 0.01 -0.01
C -2.091561 5.900697 1.972581 0.01 -0.08 -0.03
C -1.011507 5.053495 2.188062 -0.07 -0.03 -0.05
C 0.257264 5.422065 1.762402 0.04 -0.06 -0.02
H 1.436660 6.932000 0.799110 -0.01 0.00 0.01
H -0.481734 8.442036 0.422860 0.00 -0.01 0.00
H -2.743037 7.777477 1.162333 0.02 0.01 0.02
H -3.082739 5.612595 2.304222 0.01 0.04 0.03
H -1.158900 4.103250 2.689787 0.02 0.02 0.03
H 1.098671 4.759854 1.927213 0.00 0.02 0.05
C 3.031840 -1.506075 -0.820421 -0.08 -0.02 0.06
C 3.832278 -1.085807 -1.873724 0.01 0.03 0.00
C 3.770359 -1.738942 -3.097109 -0.01 0.00 0.00
C 2.901017 -2.807684 -3.270779 0.01 0.00 -0.01
C 2.097831 -3.226378 -2.218864 -0.04 -0.04 0.00
C 2.165854 -2.578409 -0.993000 -0.01 0.06 -0.02
H 3.080370 -0.997217 0.134745 0.12 -0.06 -0.09
H 4.505984 -0.248498 -1.740225 0.00 -0.02 0.01
H 4.399518 -1.414780 -3.916277 -0.01 0.00 0.01
H 2.849605 -3.314359 -4.226491 -0.02 0.00 0.01
H 1.418629 -4.059151 -2.354852 0.01 0.01 -0.01
H 1.542206 -2.909425 -0.170258 0.02 -0.02 0.00
C 2.391626 -6.622540 -4.479030 -0.01 0.02 -0.01
C 3.192302 -6.201369 -5.532438 -0.01 0.02 0.02
C 3.130963 -6.854269 -6.755736 -0.01 0.01 -0.01
C 2.262089 -7.922882 -6.928792 0.00 0.00 0.00
C 1.459075 -8.341878 -5.876985 -0.01 -0.01 0.00
C 1.526518 -7.694636 -4.650951 -0.01 0.02 0.00
H 2.442263 -6.114973 -3.523218 0.03 -0.01 0.00
H 3.866053 -5.363641 -5.399522 0.02 -0.03 0.01
H 3.760080 -6.529962 -7.574961 -0.01 0.00 0.01
H 2.211088 -8.429391 -7.884204 0.00 0.00 0.01
H 0.780615 -9.174657 -6.012859 0.02 0.00 0.00
H 0.903853 -8.025435 -3.829052 0.01 0.00 -0.01
```
Positions in Å, forces in eV/Å.

- Energy: -1443.55403 a.u.
- E_HOMO: -10.58 eV
- Charge: +1
- Energy relative to the best compared isomer or geometry (same formula, charge and spin): 0.0 kJ/mol



# 5
A structure of composition C38H35BIrN10O2P. Source: OMol25; level of theory: wB97M-V/def2-TZVPD.

Structure (XYZ):
```
88
Properties=species:S:1:pos:R:3:forces:R:3
Ir -0.515301 -0.573126 -0.406643 0.16 0.16 -0.34
C 1.379560 1.519505 -3.619082 -0.03 0.05 0.00
C 0.380740 1.460232 -2.654573 -0.02 0.05 0.02
N 0.773230 0.718771 -1.613031 0.02 -0.17 -0.05
N 2.013709 0.270299 -1.907871 -0.09 0.11 -0.08
C 2.401896 0.754155 -3.096487 0.06 -0.05 -0.01
B 2.957282 -0.211135 -0.771982 -0.04 -0.15 -0.12
N 2.321254 -1.422122 0.002921 0.05 0.16 0.27
C 3.073545 -2.370909 0.593540 0.02 -0.01 -0.07
C 2.288183 -3.106936 1.451243 -0.02 0.01 0.05
C 1.026450 -2.537577 1.344275 -0.07 -0.04 0.06
N 1.057504 -1.515659 0.487515 -0.02 -0.04 -0.13
N 3.183443 0.968197 0.156997 0.22 -0.08 0.16
C 4.061276 1.992559 0.034515 -0.12 0.02 -0.10
C 3.786395 2.901331 1.025892 -0.07 0.05 0.01
C 2.694915 2.340156 1.711222 0.07 0.12 0.07
N 2.330048 1.181438 1.182803 0.21 0.01 -0.33
N 4.206176 -0.754574 -1.417364 0.01 -0.09 0.10
C 5.504483 -0.752237 -1.011887 0.01 0.00 -0.03
C 6.163641 -1.730202 -1.708127 0.00 0.01 -0.01
C 5.168990 -2.314576 -2.519020 0.03 0.02 -0.01
N 3.995280 -1.741784 -2.333347 -0.06 0.00 0.00
H 1.370005 2.047797 -4.555684 -0.01 0.01 -0.01
H -0.600290 1.905983 -2.671963 -0.02 0.01 -0.02
H 3.379103 0.524334 -3.485185 -0.01 0.01 0.00
H 4.121029 -2.465107 0.359733 0.01 0.02 0.00
H 2.583121 -3.942106 2.060580 0.00 0.00 0.00
H 0.103387 -2.821219 1.820932 0.00 0.01 -0.01
H 4.791052 2.021632 -0.758581 0.03 -0.05 0.04
H 4.300664 3.824303 1.227785 0.01 0.00 0.02
H 2.178748 2.720608 2.581702 0.04 0.01 -0.03
H 5.862735 -0.070687 -0.258815 -0.01 0.02 0.00
H 7.207928 -1.981776 -1.652116 0.00 -0.01 0.00
H 5.267434 -3.122654 -3.226243 0.00 -0.01 0.00
C 1.047456 2.026969 5.163667 0.02 -0.03 0.00
C 0.065806 2.837763 4.609493 -0.02 0.03 0.00
C -0.556056 2.460326 3.430396 -0.08 -0.01 0.00
C -0.184005 1.272136 2.799183 0.02 -0.12 0.03
C 0.804849 0.463083 3.353974 -0.12 -0.08 0.16
C 1.413421 0.842157 4.538959 -0.04 0.02 0.04
P -1.094706 0.687997 1.371916 -0.03 0.21 0.34
C -1.474087 2.121844 0.355889 -0.07 -0.18 -0.03
C -0.617998 3.187949 0.249245 0.06 0.16 -0.06
C -1.020124 4.326069 -0.444689 0.04 -0.08 0.07
C -2.305600 4.464811 -1.045399 -0.02 0.01 -0.03
C -3.131364 3.406548 -1.070475 0.02 0.03 0.00
C -2.754647 2.090485 -0.455672 -0.01 -0.03 -0.07
C -2.630839 -0.046556 1.921171 0.03 0.00 0.01
C -3.488948 0.479739 2.856802 0.02 -0.01 0.01
C -4.593986 -0.279320 3.280449 0.00 -0.02 -0.01
C -4.773645 -1.554281 2.808720 0.02 0.02 -0.01
C -3.879474 -2.133563 1.877269 0.00 0.03 0.02
C -4.002662 -3.472312 1.431743 -0.01 -0.01 0.00
C -3.080715 -3.983325 0.568968 0.03 -0.01 -0.03
C -2.021781 -3.181900 0.069995 -0.03 0.00 0.03
C -1.869686 -1.870748 0.444918 -0.05 -0.04 -0.03
C -2.802485 -1.352631 1.396591 -0.02 -0.01 -0.02
H 1.530855 2.322135 6.085241 0.00 0.00 0.00
H -0.220260 3.758895 5.098744 0.00 0.00 0.00
H -1.334132 3.093324 3.017659 0.01 0.00 -0.01
H 1.118200 -0.438572 2.851035 -0.03 -0.01 0.04
H 2.184578 0.217826 4.968916 0.00 0.00 0.00
H 0.340524 3.170909 0.758707 -0.02 -0.01 -0.02
H -0.332728 5.163615 -0.500362 -0.01 0.01 0.01
H -2.572510 5.397900 -1.521199 -0.01 0.00 0.01
H -4.066506 3.424928 -1.616629 0.00 -0.01 0.00
H -3.561657 1.725334 0.193936 0.03 -0.01 -0.01
H -3.309448 1.454730 3.295332 0.00 0.00 -0.01
H -5.281464 0.134787 4.004883 0.00 0.00 0.00
H -5.605483 -2.148615 3.166176 0.00 0.00 0.00
H -4.818984 -4.081031 1.798439 0.00 0.00 0.01
H -3.152594 -5.014549 0.248544 0.00 0.00 0.00
H -1.316222 -3.650279 -0.606744 0.00 -0.01 -0.01
C -1.638853 -2.844065 -3.916271 0.01 0.00 0.00
C -1.405422 -1.826492 -2.855914 -0.05 0.00 -0.03
N -0.377124 -1.833524 -2.086870 -0.09 0.22 0.15
O 0.524809 -2.816707 -2.307847 0.05 0.00 0.04
C -2.291807 -0.652197 -2.651738 -0.03 0.05 -0.03
C -3.271504 -0.237157 -3.693929 0.00 -0.01 0.02
N -2.052773 0.054644 -1.598138 0.11 -0.14 -0.08
O -2.692866 1.292474 -1.656550 -0.07 -0.11 0.10
H -1.247420 -3.806391 -3.594325 0.00 0.00 -0.01
H -1.117351 -2.568491 -4.836110 0.00 0.01 0.00
H -2.699819 -2.941985 -4.132318 0.00 -0.01 0.00
H 1.377036 -2.502670 -1.941435 -0.01 -0.02 -0.03
H -3.247419 -0.907461 -4.545704 -0.01 0.00 -0.01
H -3.047547 0.774143 -4.034616 0.01 0.00 0.00
H -4.280445 -0.225611 -3.277679 0.00 0.01 0.01
```
Positions in Å, forces in eV/Å.

- Energy: -2637.14346 a.u.
- E_HOMO (spin up / spin down): -13.13 / -13.13 eV
- Charge: +2
- Energy relative to the best compared isomer or geometry (same formula, charge and spin): 0.0 kJ/mol